{"formula": "C46H36ClO3P2Pd", "method": "ωB97M-V with the def2-TZVPD basis set", "homo_lumo_gap_ev": 5.75, "charge": -1, "e_homo_ev": -3.5, "symbols": ["Pd", "C", "C", "C", "C", "C", "C", "C", "C", "P", "C", "C", "C", "C", "C", "C", "C", "C", "C", "C", "C", "C", "C", "O", "C", "C", "C", "C", "C", "C", "P", "C", "C", "C", "C", "C", "C", "C", "C", "C", "C", "C", "C", "H", "H", "H", "H", "H", "H", "H", "H", "H", "H", "H", "H", "H", "H", "H", "H", "H", "H", "H", "H", "H", "H", "H", "H", "H", "H", "H", "H", "H", "H", "H", "H", "Cl", "C", "C", "C", "C", "O", "C", "C", "O", "C", "H", "H", "H", "H"], "xyz": [[0.755, -0.665, -0.627], [4.145, -1.856, 5.091], [4.215, -2.766, 3.853], [5.203, -3.905, 4.116], [2.824, -3.318, 3.568], [2.320, -4.475, 4.150], [1.031, -4.910, 3.877], [0.245, -4.218, 2.971], [0.708, -3.063, 2.352], [-0.196, -2.272, 0.945], [-1.884, -2.159, 1.632], [-2.247, -0.905, 2.122], [-3.492, -0.704, 2.698], [-4.401, -1.750, 2.768], [-4.062, -2.994, 2.251], [-2.812, -3.195, 1.687], [-0.296, -3.731, -0.160], [0.759, -4.635, -0.257], [0.734, -5.650, -1.201], [-0.348, -5.776, -2.062], [-1.397, -4.871, -1.979], [-1.366, -3.851, -1.041], [1.973, -2.613, 2.721], [2.373, -1.410, 2.217], [3.700, -1.246, 1.929], [3.979, -0.341, 0.913], [5.320, -0.104, 0.634], [6.319, -0.773, 1.333], [5.992, -1.666, 2.341], [4.661, -1.917, 2.669], [2.555, 0.481, 0.086], [3.420, 1.498, -1.170], [3.903, 0.851, -2.307], [4.514, 1.565, -3.321], [4.620, 2.948, -3.233], [4.124, 3.602, -2.118], [3.537, 2.879, -1.085], [2.127, 1.720, 1.370], [0.892, 2.356, 1.244], [0.513, 3.308, 2.181], [1.339, 3.617, 3.253], [2.563, 2.977, 3.383], [2.955, 2.035, 2.441], [3.809, -2.423, 5.961], [3.445, -1.036, 4.928], [5.127, -1.431, 5.303], [4.906, -4.487, 4.987], [6.197, -3.515, 4.331], [5.270, -4.574, 3.258], [2.933, -5.047, 4.833], [0.650, -5.805, 4.350], [-0.736, -4.601, 2.719], [-1.553, -0.077, 2.028], [-3.755, 0.276, 3.073], [-5.379, -1.591, 3.203], [-4.775, -3.808, 2.280], [-2.567, -4.161, 1.259], [1.614, -4.549, 0.404], [1.565, -6.342, -1.263], [-0.368, -6.566, -2.802], [-2.236, -4.942, -2.659], [-2.169, -3.125, -1.016], [5.587, 0.602, -0.141], [7.358, -0.584, 1.098], [6.787, -2.159, 2.883], [3.769, -0.222, -2.409], [4.870, 1.050, -4.204], [5.053, 3.512, -4.048], [4.178, 4.681, -2.051], [3.150, 3.404, -0.221], [0.231, 2.111, 0.411], [-0.445, 3.801, 2.069], [1.028, 4.350, 3.987], [3.217, 3.210, 4.215], [3.919, 1.550, 2.547], [2.301, 2.983, -6.149], [1.324, 2.533, -4.755], [0.612, 3.506, -4.061], [-0.117, 3.167, -2.943], [-0.160, 1.833, -2.429], [-0.712, 1.546, -1.323], [0.531, 0.853, -3.223], [0.563, -0.568, -2.835], [-0.413, -1.222, -2.371], [1.281, 1.221, -4.331], [0.645, 4.535, -4.402], [-0.651, 3.928, -2.387], [1.408, -1.142, -3.265], [1.839, 0.462, -4.871]], "atomic_forces_ev_per_a": [[-0.1576, -0.3166, 0.5123], [-0.0608, 0.0220, 0.0381], [0.0520, -0.0775, -0.0331], [0.0125, 0.0233, 0.0626], [-0.0982, -0.1245, 0.0392], [0.0563, 0.0303, -0.0381], [-0.0287, 0.0436, -0.0508], [-0.0283, -0.0813, 0.0335], [0.0255, -0.0120, 0.0517], [0.3972, 0.2091, -0.5033], [-0.0528, 0.1445, 0.0347], [-0.0219, 0.0267, 0.0358], [0.0150, -0.0168, -0.0090], [-0.0081, -0.0014, -0.0068], [-0.0178, 0.0438, 0.0193], [0.0257, -0.1247, 0.0087], [0.0004, -0.0134, 0.1361], [0.0211, -0.0267, 0.0433], [-0.0405, -0.0228, -0.0313], [0.0235, -0.0275, -0.0098], [0.0166, 0.0253, 0.0369], [-0.0691, 0.0356, -0.1713], [0.0453, 0.1397, -0.0377], [-0.0962, 0.0458, 0.0154], [-0.1838, -0.1007, 0.1547], [0.2046, 0.1478, -0.1151], [0.0353, -0.0517, -0.0404], [-0.0705, 0.0323, -0.0282], [-0.0417, -0.0743, 0.0181], [0.1413, 0.0598, -0.0613], [-0.1459, -0.0633, -0.2163], [0.0354, 0.0126, 0.1709], [0.0011, -0.0588, -0.0124], [0.0369, 0.0365, -0.0379], [-0.0250, -0.0231, 0.0152], [0.0046, -0.0111, 0.0087], [0.0283, 0.0452, -0.0426], [-0.0331, -0.1118, -0.0898], [-0.0207, 0.0180, 0.0553], [-0.0576, 0.0095, -0.0105], [-0.0060, 0.0150, 0.0074], [-0.0198, -0.0270, -0.0172], [0.0869, 0.0790, 0.0606], [-0.0047, -0.0166, 0.0140], [-0.0140, 0.0208, -0.0159], [0.0448, 0.0195, 0.0078], [-0.0162, -0.0011, 0.0136], [0.0232, 0.0298, -0.0037], [-0.0004, -0.0093, -0.0279], [0.0165, -0.0160, 0.0108], [0.0007, -0.0265, 0.0182], [-0.0254, 0.0153, -0.0201], [0.0250, -0.0089, -0.0113], [-0.0282, 0.0186, 0.0118], [-0.0197, -0.0016, 0.0118], [-0.0244, -0.0170, 0.0080], [-0.0126, 0.0271, 0.0739], [-0.0347, 0.0218, -0.0096], [0.0022, -0.0107, -0.0187], [0.0021, 0.0024, 0.0102], [-0.0024, -0.0137, -0.0209], [0.0497, -0.0024, -0.0260], [-0.0062, 0.0153, -0.0128], [0.0188, -0.0003, -0.0026], [0.0071, -0.0084, 0.0144], [-0.0147, 0.0040, 0.0377], [-0.0014, -0.0006, -0.0135], [0.0164, 0.0057, -0.0222], [0.0026, 0.0122, -0.0013], [-0.0109, 0.0100, 0.0253], [0.0401, -0.0198, -0.0277], [-0.0018, 0.0179, 0.0196], [0.0026, 0.0094, 0.0000], [-0.0017, 0.0100, 0.0176], [-0.0157, 0.0020, -0.0041], [-0.0238, -0.0181, 0.0233], [0.0183, -0.0136, -0.0010], [-0.0409, 0.0989, -0.0106], [0.0289, 0.0061, -0.0414], [-0.0069, -0.0376, 0.0608], [-0.0161, -0.0090, 0.0703], [0.0749, -0.0939, -0.0519], [-0.0743, -0.0025, -0.0359], [0.0439, -0.0169, -0.0257], [0.0004, 0.0741, -0.0861], [0.0072, -0.0096, 0.0041], [-0.0060, 0.0220, 0.0171], [-0.0172, 0.0457, 0.0266], [0.0130, -0.0126, -0.0019]]}

{"formula": "F18KP3", "method": "ωB97M-V with the def2-TZVPD basis set", "homo_lumo_gap_ev": 9.18, "charge": -2, "e_homo_ev": -7.0, "symbols": ["K", "P", "F", "F", "F", "F", "F", "F", "P", "F", "F", "F", "F", "F", "F", "P", "F", "F", "F", "F", "F", "F"], "xyz": [[0.521, 0.418, 1.580], [2.976, -5.055, 1.483], [4.317, -5.539, 2.175], [3.774, -4.023, 0.500], [3.104, -6.274, 0.338], [1.572, -4.832, 0.807], [2.144, -6.189, 2.375], [2.622, -3.906, 2.534], [-1.401, 5.712, 2.463], [-0.127, 5.339, 1.450], [-0.654, 7.050, 3.062], [-2.148, 6.642, 1.349], [-2.669, 5.795, 3.457], [-2.107, 4.410, 1.819], [-0.771, 4.688, 3.538], [-1.557, -0.613, -4.150], [-2.600, -0.437, -5.388], [-0.491, -1.089, -5.278], [-1.084, 0.915, -4.178], [-0.551, -0.869, -2.856], [-2.747, -0.038, -3.174], [-2.124, -2.106, -3.907]], "atomic_forces_ev_per_a": [[-0.1540, 0.0193, -0.2974], [-1.5956, -3.5719, -1.7440], [0.5410, 0.6545, 0.3807], [-0.4403, -0.2644, 0.7465], [1.3300, 0.5185, 0.2570], [-1.3762, 2.0148, -1.1962], [0.7229, 0.3238, 1.0685], [0.8125, 0.4711, 0.6059], [-0.2646, -1.0155, -1.1373], [-0.3340, 1.3007, 0.6261], [-0.4599, -1.4079, -0.2133], [0.6874, -0.1965, 0.5164], [-0.0991, 1.3291, 0.2272], [-0.7165, -0.6164, -0.8188], [1.3196, 0.3848, 0.8668], [-1.5905, -0.0039, 0.6992], [-0.0300, 0.3983, -0.1307], [0.4382, 0.0705, 1.1365], [1.0008, 0.2565, -1.0039], [-0.1009, 0.1622, -0.8795], [-0.0509, -0.6109, 0.6060], [0.3600, -0.2165, -0.3157]]}

| no. | lowest unoccupied orbital energy (eV) |
| --- | --- |
| 1 | 2.3 |
| 2 | 2.2 |